#i
Molecular formula: C10H11N3
Method: DFT, ωB97M-V/def2-TZVPD

```
24
Properties=species:S:1:pos:R:3:lowdin_charge:R:1
C -3.4814 -0.9547 -0.3528 -0.124
C -2.7047 -2.0931 -0.2921 -0.115
C -1.2910 -1.9771 -0.2287 -0.025
C -0.8629 -0.6806 -0.0747 -0.149
C -1.6240 0.5311 -0.1890 -0.243
C -2.9943 0.3594 -0.3281 -0.016
N -0.8328 1.6325 -0.1832 0.168
C 0.3286 1.1453 0.0352 -0.337
N 0.4918 -0.2283 0.0197 0.057
C 1.7572 -0.9242 0.3623 -0.136
N 2.8749 -0.0608 0.0035 -0.068
C 2.8100 1.2714 0.5347 -0.217
C 1.4837 2.0771 0.2070 -0.081
H -4.5653 -1.1667 -0.5762 0.114
H -3.1480 -3.1106 -0.4740 0.113
H -0.5653 -2.7625 -0.0393 0.104
H -3.6031 1.1860 -0.6098 0.099
H 1.9841 -1.8252 -0.1952 0.126
H 1.7000 -1.0445 1.4370 0.130
H 2.9816 -0.0197 -1.0437 0.143
H 3.6451 1.8794 0.1976 0.107
H 2.8621 1.2553 1.6234 0.110
H 1.5893 2.6787 -0.7543 0.131
H 1.1644 2.8319 0.9210 0.108
```

Results
SMILES = c1ccc2c(c1)nc1n2CNCC1

---

#ii
Molecular formula: C10H11N3
Method: DFT, ωB97M-V/def2-TZVPD

```
24
Properties=species:S:1:pos:R:3:lowdin_charge:R:1
N -0.4737 -2.5205 3.0784 -0.066
C 0.7002 -2.0289 2.3848 -0.388
C 0.7744 -1.5591 1.0928 -0.318
C 0.9585 -2.3729 0.0388 -0.079
C 0.8466 -2.2105 -1.3327 -0.038
C 0.4063 -0.9245 -1.5495 -0.075
C 0.1887 0.0471 -0.6247 -0.076
N -0.4045 1.4524 -0.8027 -0.136
C -0.1432 2.5473 -0.0988 -0.152
C -0.8437 3.6014 -0.6128 -0.158
C -1.4742 3.1575 -1.6927 -0.101
N -0.9127 1.8307 -1.8354 0.033
C 0.5628 -0.1854 0.7802 0.091
H -0.5894 -3.7480 3.1182 0.166
H -1.2499 -2.2256 2.2452 0.139
H 1.1738 -1.2975 3.1489 0.142
H 1.3190 -2.9248 2.5652 0.115
H 1.2340 -3.4426 0.2622 0.133
H 0.6053 -2.9697 -2.0541 0.116
H 0.4719 -0.5206 -2.5588 0.119
H -0.0280 2.5917 1.0461 0.131
H -0.9613 4.6407 -0.1957 0.121
H -1.7816 3.6376 -2.7139 0.132
H 0.4836 0.4890 1.7426 0.149
```

Results
SMILES = NCc1cccc(-n2cccn2)c1

---

The structure with the least stability is #ii.

---

#i
Molecular formula: C4H15N3O
Method: DFT, ωB97M-V/def2-TZVPD

```
23
Properties=species:S:1:pos:R:3:lowdin_charge:R:1
C 0.1006 0.1446 -0.1280 -0.271
N -1.0714 0.8875 0.3406 0.058
C 1.3787 1.0107 -0.3186 -0.431
C 2.0928 1.1667 1.0500 -0.067
N 2.2266 0.2331 -1.2057 0.045
C -3.0595 -1.0871 -0.6062 0.121
N -4.0959 -0.2186 0.0032 -0.005
H 0.4640 -0.7097 0.4519 0.091
H -0.0211 -0.2524 -1.1522 0.099
H -1.6968 0.8628 -0.4530 0.018
H -1.5037 0.2259 0.9961 0.065
H 1.2105 1.9719 -0.8467 0.132
H 1.4158 1.1531 1.9131 0.073
H 2.5745 0.1734 1.0896 0.028
H 2.6841 2.0798 0.9909 0.068
H 2.1792 0.4818 -2.1761 0.072
H -2.5520 -0.3906 -1.2524 0.058
H -2.9610 -1.9322 0.0642 0.088
H -4.2032 -0.6915 0.8981 0.070
H -4.9969 -0.3584 -0.4629 0.098
H 2.8796 -0.4197 -0.7945 0.048
H 2.7404 -2.5991 0.9335 -0.088
O 2.4795 -1.6844 0.7598 -0.370
```

---

#ii
Molecular formula: C4H15N3O
Method: DFT, ωB97M-V/def2-TZVPD

```
23
Properties=species:S:1:pos:R:3:lowdin_charge:R:1
C 0.9133 -0.5692 -1.1139 -0.233
N -0.2958 0.1155 -0.5065 -0.125
C -1.5965 -0.2996 -0.9939 -0.284
C -2.5772 -0.3441 0.2322 -0.236
N -1.7704 -0.4726 1.5380 0.087
C 2.0973 0.4395 -0.8765 -0.287
N 2.4516 0.4487 0.5837 -0.024
H 0.9443 -0.6443 -2.3193 0.147
H 1.2655 -1.5522 -0.6934 0.090
H -0.3655 -0.2684 0.4334 -0.031
H -1.5983 -1.2998 -1.5216 0.112
H -1.8781 0.4420 -1.7447 0.102
H -3.0447 0.7252 0.1620 0.140
H -3.3008 -1.1719 0.0274 0.101
H -1.5498 -1.4050 1.8740 -0.067
H -0.5501 -2.0032 0.8596 0.269
H 1.6875 1.4285 -1.3074 0.131
H 2.9591 0.1692 -1.5064 0.086
H 3.0078 -0.3626 0.8294 0.062
H 3.0157 1.2897 0.8317 0.087
H -0.6086 1.5679 2.1404 0.016
H 0.7480 1.5872 1.3570 -0.016
O 0.0459 2.1796 1.7148 -0.127
```

---

#iii
Molecular formula: C4H15N3O
Method: DFT, ωB97M-V/def2-TZVPD

```
23
Properties=species:S:1:pos:R:3:lowdin_charge:R:1
C -1.0322 -1.2316 -0.6599 -0.297
N -0.0413 -0.1849 -0.9321 -0.067
C 1.3264 -0.6752 -1.0418 -0.259
C 2.3105 0.2268 -0.2738 -0.279
N 1.9908 0.0812 1.1746 -0.070
C -2.4058 -0.6927 -0.4883 -0.295
N -2.6036 0.0238 0.7959 -0.006
H -0.9996 -1.9371 -1.5366 0.123
H -0.7958 -1.9964 0.1590 0.123
H -0.0506 0.6427 -0.3201 0.052
H 1.3849 -1.6975 -0.7910 0.087
H 1.5729 -0.5517 -2.1327 0.121
H 2.1051 1.2272 -0.6974 0.103
H 3.3879 -0.0111 -0.5276 0.125
H 2.7951 0.0730 1.7757 0.054
H 0.3517 -0.2335 1.2727 0.361
H -2.6467 -0.0146 -1.3266 0.116
H -3.1036 -1.5654 -0.4613 0.116
H -3.3715 -0.5085 1.2055 0.058
H -2.7647 1.0398 0.7162 0.079
H 0.9979 1.1573 1.0853 -0.071
H 0.7864 2.6662 1.5637 0.012
O 0.4423 2.0582 0.9227 -0.187
```

---

The structure with the least stability is #i.

---

#i
Molecular formula: C2H10N2O
Method: DFT, ωB97M-V/def2-TZVPD

```
15
Properties=species:S:1:pos:R:3:lowdin_charge:R:1
N 1.7177 -0.7803 -2.3723 0.012
C 1.5767 0.0482 -1.2131 -0.381
O 0.3718 0.8003 -1.1896 -0.105
H 1.7049 -0.1803 -3.1845 0.063
H 0.8793 -1.3419 -2.4562 0.065
H 1.6675 -0.5300 -0.2878 0.106
H 2.3902 0.7796 -1.1707 0.108
H -0.2473 0.5460 -0.4713 0.020
C -1.1100 -0.1710 2.1576 -0.169
N -1.5940 0.5182 0.9495 -0.073
H -1.9059 -0.6493 2.7315 0.066
H -0.3585 -0.9158 1.9087 0.064
H -0.6473 0.5611 2.8159 0.072
H -2.1016 1.3548 1.2400 0.078
H -2.3437 -0.0397 0.5423 0.076
```

Results
SMILES = NCO.CN

---

#ii
Molecular formula: C2H10N2O
Method: DFT, ωB97M-V/def2-TZVPD

```
15
Properties=species:S:1:pos:R:3:lowdin_charge:R:1
N 1.4730 0.4653 -1.0115 -0.025
C 0.1433 1.0473 -0.5831 -0.301
C -1.0022 -0.0006 -0.7254 -0.302
N -2.0071 0.3749 0.3380 -0.046
H 1.8801 0.1728 -0.1381 0.022
H 2.0754 1.0946 -1.5038 0.045
H -0.0165 2.1431 -1.1167 0.155
H 0.2152 1.3179 0.4967 0.087
H -1.3817 0.2713 -1.8212 0.134
H -0.6880 -1.1087 -0.7718 0.115
H -2.9428 0.0905 -0.0795 0.081
H -1.9865 -0.1802 1.1984 0.058
O 1.1462 -1.6925 1.7111 -0.101
H 0.5617 -1.1977 1.0268 0.038
H 2.0057 -1.2251 1.5856 0.041
```

Results
SMILES = NCCN.O

---

The structure with the least stability is #ii.

---

#i
Molecular formula: C16H17N
Method: DFT, ωB97M-V/def2-TZVPD

```
34
Properties=species:S:1:pos:R:3:lowdin_charge:R:1
C 2.9297 0.5713 1.4232 -0.039
C 1.9292 0.8921 2.4918 -0.218
C 2.1577 1.4729 3.6908 -0.067
N 0.9720 1.8705 4.2881 0.073
C -0.0540 1.3734 3.4896 -0.225
C -1.4280 1.3883 3.7648 -0.020
C -2.2467 0.9313 2.7599 -0.094
C -1.7206 0.4863 1.5276 -0.092
C -0.3619 0.3334 1.3450 -0.029
C 0.4928 0.8072 2.3463 -0.142
H 2.4028 0.5595 0.4569 0.066
H 3.4838 -0.3567 1.5167 0.077
H 3.5392 1.4412 1.2323 0.073
H 3.0802 1.7276 4.1117 0.105
H 0.8362 1.8032 5.2842 0.145
H -1.7079 1.6223 4.7834 0.107
H -3.3238 0.9416 2.7746 0.095
H -2.3874 0.2281 0.7159 0.091
H 0.0820 -0.1329 0.4733 0.094
C 1.0843 -2.3961 -4.0752 -0.055
C -0.0535 -1.6104 -3.4806 -0.283
C 0.1973 -0.4668 -2.7285 -0.059
C -0.8458 0.2696 -2.1732 -0.102
C -2.1557 0.0003 -2.5642 -0.097
C -2.4060 -1.1335 -3.3093 -0.090
C -1.3759 -2.0041 -3.6513 -0.055
H 0.8536 -2.8063 -5.0574 0.075
H 1.3263 -3.2602 -3.4537 0.081
H 1.9607 -1.7589 -4.1805 0.075
H 1.1940 -0.1442 -2.4429 0.107
H -0.5647 1.0395 -1.4706 0.093
H -2.8953 0.7125 -2.2470 0.097
H -3.4099 -1.4035 -3.6167 0.102
H -1.5847 -2.9984 -4.0250 0.112
```

Results
SMILES = Cc1c[nH]c2ccccc12.Cc1ccccc1

---

#ii
Molecular formula: C16H17N
Method: DFT, ωB97M-V/def2-TZVPD

```
34
Properties=species:S:1:pos:R:3:lowdin_charge:R:1
C 1.4440 -1.6333 -0.1447 -0.061
C 2.3881 -0.5462 0.1903 -0.225
C 3.7381 -0.4536 -0.0762 -0.038
N 4.2293 0.7662 0.4387 0.046
C 3.2614 1.3394 1.2079 -0.264
C 3.1301 2.4594 1.9653 -0.019
C 1.8608 2.8852 2.6221 -0.103
C 0.7704 2.1358 2.4879 -0.102
C 0.8084 1.0052 1.5321 -0.001
C 2.0684 0.5267 1.1724 -0.107
H 0.3767 -1.2242 -0.3493 0.106
H 1.3677 -2.4414 0.6107 0.091
H 1.8771 -2.0853 -0.9707 0.042
H 4.4259 -1.0478 -0.6319 0.109
H 5.1908 0.7757 0.8443 0.167
H 3.9086 3.2297 1.8943 0.102
H 2.0401 3.8423 3.0686 0.085
H -0.3922 2.3248 2.6106 0.137
H -0.0486 0.6033 1.2764 0.037
C -2.5747 -3.3756 -1.2803 -0.066
C -2.8753 -1.9147 -1.3544 -0.298
C -2.8357 -1.3638 -2.6846 -0.048
C -3.5161 -0.1422 -2.8831 -0.077
C -4.1376 0.5967 -1.8013 -0.097
C -3.9076 0.0966 -0.5437 -0.143
C -3.4081 -1.1497 -0.3086 -0.074
H -2.4335 -3.9487 -2.2952 0.119
H -3.3960 -3.7080 -0.7139 0.057
H -1.5794 -3.4757 -0.7877 0.081
H -2.1858 -1.8882 -3.3503 0.092
H -3.6431 0.3047 -3.9200 0.109
H -4.7658 1.5382 -1.8825 0.119
H -4.3163 0.7113 0.2777 0.110
H -3.3196 -1.6689 0.6412 0.114
```

Results
SMILES = Cc1c[nH]c2ccccc12.Cc1ccccc1

---

The structure with the least stability is #ii.